# 1
C31H60AsAuBN6S3Si | the ωB97M-V functional and the def2-TZVPD basis

The geometry in XYZ format:
```
104
Properties=species:S:1:pos:R:3:forces:R:3:mulliken_charge:R:1
Au -0.47709 -0.52885 -0.15854 0.3 -0.2 -0.4 0.49
C -6.12595 0.82163 0.03154 0.0 0.0 0.0 -1.50
C -5.17334 2.00225 0.25860 0.0 0.1 0.0 1.12
C -5.91142 3.20459 0.85280 0.0 0.0 0.0 -1.52
C -4.59282 2.40114 -1.09240 -0.1 0.0 0.0 -2.09
N -4.15431 1.56023 1.26830 0.1 -0.1 0.0 0.70
C -4.59296 1.04113 2.47618 0.0 0.0 0.0 -0.16
C -3.51251 0.65439 3.16759 -0.2 0.0 0.1 -1.55
N -2.39000 0.91732 2.39937 0.1 0.1 0.0 0.28
B -1.09220 0.34283 2.98086 0.4 0.2 0.1 -0.55
N -0.98747 -1.21303 2.84278 0.0 -0.2 -0.2 1.94
C -0.51813 -1.93696 3.92660 0.1 -0.1 0.0 -1.13
C -0.96738 -3.19849 3.83017 0.0 0.0 0.0 -0.88
N -1.73369 -3.28227 2.67135 0.2 0.1 -0.1 0.88
C -1.72512 -2.06060 2.07183 -0.2 0.0 0.2 -0.42
S -2.53646 -1.62949 0.62701 0.0 0.0 0.1 -0.44
C -2.63341 -4.44881 2.37206 -0.1 0.0 0.1 0.97
C -4.01316 -4.09434 2.92842 0.0 0.0 0.0 -1.66
C -2.73500 -4.77149 0.87845 0.0 -0.1 0.0 -1.34
C -2.07557 -5.68389 3.08768 0.0 0.1 0.0 -1.87
N 0.27847 1.25068 2.78332 -0.4 0.4 0.5 0.96
C 0.56078 1.95180 3.95263 -0.3 -0.3 0.0 -1.48
C 1.21542 3.08124 3.65473 0.2 0.4 -0.1 -0.75
N 1.39095 3.10959 2.28509 -0.2 0.1 0.3 1.39
C 0.84596 1.97106 1.80207 0.4 -0.2 -0.6 -0.69
S 1.33555 1.32399 0.22863 0.1 -0.1 0.4 -0.21
C 1.72569 4.38750 1.52737 0.0 -0.1 0.0 1.15
C 2.00274 5.49212 2.54374 0.0 0.0 0.0 -2.28
C 2.95060 4.22360 0.64030 0.0 0.1 -0.1 -1.36
C 0.50309 4.76794 0.69945 0.0 0.0 0.0 -1.48
C -2.79558 1.48459 1.22990 0.0 0.1 0.0 0.29
S -1.76492 2.05216 -0.00162 0.2 -0.2 0.1 -0.41
H -6.83130 1.07960 -0.75852 0.0 0.0 0.0 0.46
H -6.70658 0.56926 0.91786 0.0 0.0 0.0 0.40
H -5.56542 -0.06179 -0.27897 0.0 0.0 0.0 0.28
H -6.68045 3.54274 0.15765 0.0 0.0 0.0 0.44
H -5.21549 4.02749 1.02209 0.0 0.0 0.0 0.35
H -6.39917 2.96282 1.79769 0.0 0.0 0.0 0.37
H -5.44537 2.63723 -1.73208 0.0 0.0 0.0 0.55
H -4.02748 1.59384 -1.55308 0.0 0.0 0.0 0.41
H -3.95356 3.27685 -1.03049 0.0 0.0 0.0 0.43
H -5.63170 1.01291 2.74526 0.0 0.0 0.0 0.58
H -3.43355 0.21415 4.14672 0.0 0.0 0.0 0.67
H -1.20874 0.49058 4.15978 -0.1 -0.1 0.1 -0.34
H 0.08675 -1.48180 4.69194 0.0 0.0 0.0 0.67
H -0.81244 -4.03358 4.48435 0.0 0.0 0.0 0.58
H -4.41037 -3.20944 2.42830 0.0 0.0 0.0 0.24
H -3.95836 -3.90122 4.00137 0.0 0.0 0.0 0.34
H -4.70386 -4.92243 2.76222 0.0 0.0 0.0 0.49
H -1.76013 -4.78856 0.39280 0.0 0.0 0.0 0.11
H -3.36968 -4.07266 0.34534 0.0 0.0 0.0 0.36
H -3.16766 -5.76842 0.78814 0.0 0.0 0.0 0.60
H -2.18358 -5.62368 4.17048 0.0 0.0 0.0 0.45
H -1.02543 -5.85144 2.83988 0.0 0.0 0.0 0.36
H -2.63951 -6.55561 2.76135 0.0 0.0 0.0 0.45
H 0.21283 1.61191 4.90934 0.0 0.0 0.0 0.71
H 1.55861 3.86522 4.30172 0.0 0.0 0.0 0.67
H 2.88374 5.28727 3.15545 0.0 0.0 0.0 0.44
H 1.14466 5.69121 3.18532 0.0 0.0 0.0 0.49
H 2.20281 6.40232 1.97989 0.0 0.0 0.0 0.46
H 3.82985 3.92395 1.20424 0.0 -0.1 0.1 0.34
H 3.16576 5.19468 0.18929 0.0 0.0 0.0 0.52
H 2.77457 3.51897 -0.16418 0.0 -0.1 0.0 0.30
H -0.37228 4.91144 1.33416 0.0 0.0 0.0 0.38
H 0.25361 4.01094 -0.04203 0.1 0.0 0.0 0.20
H 0.71288 5.70467 0.18118 0.0 0.0 0.0 0.52
C 4.77767 1.69267 2.76313 -0.1 -0.1 -0.1 -0.82
Si 4.54553 0.77268 1.14005 0.1 0.1 0.1 -0.11
C 5.28560 1.64596 -0.34597 0.0 -0.2 0.0 -0.97
C 5.36332 -0.91208 1.32197 0.0 0.1 0.0 -1.12
C 2.72671 0.29760 0.84053 0.0 -0.2 0.0 1.79
H 5.83095 1.95109 2.89847 0.0 0.0 0.0 0.43
H 4.49794 1.03152 3.58874 0.0 0.0 0.0 0.34
H 4.19179 2.60645 2.86849 0.0 0.0 -0.1 0.12
H 6.32903 1.90559 -0.15036 0.0 0.0 0.0 0.35
H 4.76680 2.55364 -0.64607 0.0 0.0 0.0 0.36
H 5.28063 0.96583 -1.20302 0.0 0.0 0.0 0.35
H 6.44099 -0.79940 1.46576 0.0 0.0 0.0 0.40
H 5.22080 -1.52960 0.43210 0.0 0.0 0.0 0.27
H 4.97330 -1.45871 2.18408 0.0 0.0 0.0 0.32
H 2.33959 -0.23226 1.71534 0.0 0.0 0.1 -0.21
H 2.78203 -0.48697 0.07906 -0.1 0.0 -0.1 -1.26
C 2.21007 -3.59796 1.42434 0.0 0.0 0.0 -0.92
C 1.15331 -3.98278 0.39449 0.0 0.1 0.0 0.64
As 0.95354 -2.59487 -0.96491 -0.3 0.2 -0.3 0.21
C -0.37181 -3.36135 -2.19338 0.0 0.0 0.1 -0.30
C -0.02245 -4.62544 -2.96086 0.0 -0.1 0.0 -1.37
C 2.65023 -2.73038 -1.95754 0.0 0.1 0.0 -0.45
C 3.28866 -4.11081 -2.04341 0.0 -0.1 0.0 -1.17
H 2.26862 -4.33379 2.22825 0.0 0.0 0.0 0.49
H 1.97123 -2.63312 1.87957 0.0 0.0 0.0 -0.10
H 3.20436 -3.52162 0.97870 0.0 0.0 0.0 0.22
H 1.37790 -4.93433 -0.08930 0.0 0.0 0.0 0.76
H 0.18013 -4.06766 0.87408 -0.1 0.0 0.0 -1.08
H -0.63722 -2.54892 -2.87139 0.0 0.0 0.0 0.51
H -1.24678 -3.50818 -1.55541 0.0 0.0 0.0 0.13
H 0.79694 -4.45978 -3.66078 0.0 0.0 0.0 0.30
H -0.88161 -4.96235 -3.54365 0.0 0.0 0.0 0.43
H 0.26148 -5.44480 -2.29721 0.0 0.0 0.0 0.29
H 3.34379 -2.03657 -1.48341 0.0 0.1 0.0 0.03
H 2.43555 -2.31832 -2.94600 0.0 0.0 0.0 0.56
H 3.53410 -4.49928 -1.05471 0.0 0.0 0.0 0.20
H 4.21914 -4.06418 -2.61218 0.0 0.0 0.0 0.44
H 2.64109 -4.83723 -2.52991 0.0 0.0 0.0 0.23
```
Forces are in eV/Å.

Results
Energy above the lowest of the compared OMol25 structures with the same formula, charge and spin = 32.2 kcal per mole
Total charge = +1
Lowest unoccupied orbital energy = -1.78 eV
Frontier orbital gap = 7.2 eV
Strongest force on any atom = 0.75 eV/A
Multiplicity = 1



# 2
C31H60B3N6O6PS2 | the ωB97M-V functional and the def2-TZVPD basis

The geometry in XYZ format:
```
109
Properties=species:S:1:pos:R:3:forces:R:3:mulliken_charge:R:1
C -0.12661 4.88407 5.09300 -0.8 0.2 -0.6 -1.10
C -1.09294 3.71276 4.39261 0.7 0.9 -0.1 0.81
C -0.80317 3.82060 2.75982 -0.7 0.0 0.5 -0.83
C -0.78084 2.20363 4.99388 -0.2 0.6 -0.1 -0.99
C -1.48294 1.00778 4.07381 1.9 -0.2 -0.1 0.79
C -0.22016 0.34657 3.19901 -1.6 -0.4 -0.5 -0.95
C -2.10994 -0.22017 4.96331 1.7 -0.8 0.0 -0.79
O -3.17768 0.18627 5.90580 -2.6 1.1 -3.7 -0.51
B -4.39793 0.63329 5.16143 1.6 -0.2 1.2 0.64
O -5.02212 -0.20965 4.10166 -1.8 3.2 1.2 -0.30
B -6.37920 0.26207 3.76164 0.1 0.3 1.9 0.50
S -7.24637 0.08766 2.10503 -0.1 0.6 0.8 -0.37
O -7.12034 0.98630 4.85062 3.4 2.1 -2.2 -0.32
B -6.27514 2.20958 5.05492 1.3 -4.0 1.1 0.48
P -6.83488 4.00731 4.69511 0.0 3.1 -1.3 0.50
O -7.01638 4.11769 2.93524 -0.2 0.1 2.7 -0.53
O -8.31946 4.34878 5.54297 2.6 -1.6 -0.3 -0.51
S -5.36014 5.21135 5.15584 -1.0 -0.6 0.0 -0.37
O -4.89421 2.00293 5.53397 -2.8 -2.7 -2.5 -0.27
H 0.89076 5.02204 4.49414 -2.1 -0.6 1.5 0.23
H -0.72981 5.89949 4.92681 1.4 -2.1 0.6 0.31
H 0.04490 4.69017 6.24711 -0.3 0.5 -2.5 0.31
H -2.21006 4.05370 4.59917 2.2 -1.0 -0.4 -0.15
H 0.17904 3.24020 2.46093 -2.1 1.2 0.5 0.05
H -0.71282 4.95414 2.42850 -0.1 -2.3 0.8 0.31
H -1.75774 3.39689 2.22769 2.0 0.6 0.7 0.29
H 0.40783 2.11129 5.00912 -2.6 -0.1 -0.1 0.27
H -1.13651 2.12931 6.10800 0.5 0.3 -2.1 0.30
H -2.20680 1.46188 3.27266 1.0 -0.9 1.8 0.17
H 0.63381 1.14018 3.04517 -1.7 -1.8 0.2 0.05
H -0.71311 -0.00043 2.17048 1.5 0.7 2.0 0.17
H 0.13856 -0.63036 3.73714 -0.3 2.0 -1.0 0.33
H -1.21751 -0.61893 5.64901 -2.0 1.0 -1.4 0.35
H -2.42735 -1.16993 4.31362 0.5 2.3 1.2 0.25
H -8.38707 0.94467 2.20110 1.7 -1.1 0.5 0.16
H -6.51761 4.91726 2.58266 -0.7 -1.2 1.2 0.32
H -8.14917 4.01588 6.48870 -0.4 0.8 -1.9 0.36
C 4.48977 -0.47876 2.77688 0.0 -0.1 0.1 -1.35
C 4.13291 0.09416 1.40890 -0.2 -0.4 0.1 0.08
C 4.57301 1.54968 1.24027 -0.7 0.4 0.8 -0.20
C 3.88563 2.41787 2.28150 -3.7 5.1 5.7 0.24
N 3.31545 3.13821 3.14525 4.4 -5.7 -6.8 -0.58
H 3.98258 0.05806 3.58475 0.0 0.0 -0.1 0.45
H 4.18262 -1.52739 2.84148 0.1 0.2 0.0 0.35
H 5.57023 -0.42815 2.95370 -0.2 -0.1 0.0 0.35
H 3.04875 0.01399 1.26275 0.1 0.1 -0.1 0.20
H 4.60839 -0.51591 0.63302 -0.1 0.3 0.1 -0.05
H 4.30725 1.90898 0.24048 0.0 0.1 0.2 0.11
H 5.65860 1.63928 1.35576 -0.2 0.1 0.1 0.37
C 1.40316 5.46980 -0.16033 0.0 0.1 0.1 -1.13
C 2.62852 4.73312 -0.69207 -0.1 0.2 0.4 0.13
C 2.32784 3.90290 -1.94147 -0.7 -0.7 0.5 -0.46
C 1.27912 2.85100 -1.61886 -5.8 -6.0 1.5 0.22
N 0.40912 1.97830 -1.35134 7.0 7.0 -2.0 -0.48
H 0.61793 4.77457 0.15293 0.1 0.0 -0.1 0.17
H 1.67127 6.07145 0.71390 0.0 -0.1 -0.1 0.37
H 0.98748 6.14007 -0.92136 0.0 -0.1 0.1 0.35
H 3.02346 4.08450 0.09945 0.0 0.1 -0.2 -0.24
H 3.40880 5.46514 -0.92777 0.0 -0.2 -0.1 0.36
H 3.23932 3.40647 -2.29085 -0.3 -0.1 0.0 0.32
H 1.95916 4.54371 -2.74974 -0.1 -0.2 0.1 0.38
C -1.88670 -0.27317 -1.82211 0.0 0.1 -0.1 -1.04
C -1.97280 -1.50914 -2.71200 0.1 0.4 0.0 -0.51
C -2.47899 -2.74524 -1.96602 1.0 -0.2 0.7 -0.07
C -1.53147 -3.08066 -0.82580 5.1 -2.0 6.5 0.17
N -0.74549 -3.35902 0.12014 -6.1 2.2 -7.5 -0.55
H -1.17307 -0.41301 -1.00403 -0.1 0.0 -0.1 0.29
H -1.54860 0.59061 -2.40326 -0.1 -0.1 0.2 0.32
H -2.86458 -0.03203 -1.38990 0.1 0.0 0.0 0.31
H -0.98141 -1.71054 -3.13601 -0.2 -0.1 0.0 0.30
H -2.64475 -1.29701 -3.55089 0.0 -0.2 0.1 0.35
H -2.53574 -3.59919 -2.64927 0.1 0.1 0.4 0.34
H -3.48121 -2.56695 -1.56149 0.2 -0.1 0.1 0.15
C 5.78902 -2.71147 -2.97692 0.0 0.0 -0.1 -0.80
C 5.21214 -3.96985 -2.33608 0.3 0.1 -0.3 -0.46
C 4.37971 -3.67339 -1.08715 0.8 0.3 0.7 -0.37
C 5.24865 -2.99658 -0.03965 4.6 3.7 6.0 0.31
N 5.96942 -2.43509 0.82942 -5.6 -4.6 -7.0 -0.58
H 6.47847 -2.19404 -2.30240 -0.1 -0.1 0.0 0.35
H 6.35103 -2.96863 -3.88033 -0.2 0.1 0.1 -0.04
H 4.99199 -2.01363 -3.25796 0.2 -0.1 0.0 0.35
H 6.03605 -4.64785 -2.08175 -0.2 0.0 0.0 0.29
H 4.58459 -4.48692 -3.07029 0.0 0.0 0.2 0.33
H 3.97795 -4.60455 -0.67384 0.1 0.3 0.2 0.32
H 3.53616 -3.01940 -1.33326 0.2 0.0 0.2 0.31
C 6.01770 -3.96700 -7.86804 -0.1 -0.1 0.0 -1.13
C 7.34915 -3.28470 -8.16584 -0.3 -0.1 -0.3 -0.42
C 7.99853 -2.67822 -6.92040 -0.7 0.8 0.2 -0.29
C 7.07991 -1.62433 -6.32387 -4.9 6.0 3.6 0.22
N 6.31791 -0.75001 -5.82891 6.0 -7.0 -4.0 -0.51
H 5.27596 -3.25741 -7.48808 0.1 -0.1 0.0 0.36
H 5.60534 -4.40984 -8.78018 0.1 0.0 0.2 0.33
H 6.14291 -4.76529 -7.12759 0.0 0.1 -0.1 0.29
H 7.18672 -2.50353 -8.91857 0.1 -0.1 0.2 0.29
H 8.03388 -4.01820 -8.60559 0.0 0.2 0.1 0.31
H 8.95485 -2.21407 -7.18369 -0.2 0.1 0.2 0.30
H 8.19232 -3.45350 -6.17123 -0.1 0.2 0.0 0.30
C -7.24116 -4.28998 -1.43166 0.0 0.0 0.1 -0.94
C -7.82456 -3.79978 -2.75314 -0.1 0.2 0.4 -0.43
C -7.13292 -4.41249 -3.97251 1.0 0.5 0.1 -0.36
C -5.65950 -4.03912 -3.96863 8.3 1.9 -0.3 0.31
N -4.43714 -3.72942 -3.96552 -9.9 -2.5 -0.2 -0.55
H -6.18960 -4.00594 -1.32393 -0.1 -0.1 -0.1 0.19
H -7.78410 -3.84887 -0.58977 0.1 -0.1 -0.1 0.31
H -7.31429 -5.38056 -1.35105 0.0 0.1 0.0 0.31
H -7.74628 -2.70634 -2.79138 0.0 -0.2 -0.1 0.28
H -8.89128 -4.04752 -2.78440 0.1 0.0 -0.2 0.31
H -7.59552 -4.04078 -4.89290 0.3 -0.1 0.0 0.29
H -7.22848 -5.50364 -3.96122 0.2 0.1 0.0 0.28
```
Forces are in eV/Å.

Results
Energy above the lowest of the compared OMol25 structures with the same formula, charge and spin = 237.2 kcal per mole
Lowest unoccupied orbital energy = -0.70 eV
Frontier orbital gap = 8.4 eV
SMILES = CC(C)C[C@@H](C)COB1OB(S)OB(P(O)(O)=S)O1.CCCC#N.CCCC#N.CCCC#N.CCCC#N.CCCC#N.CCCC#N
Strongest force on any atom = 10.25 eV/A
Multiplicity = 1